DFT (ωB97M-V/def2-TZVPD) results for C4H5DyLiO3 as an isolated structure at a distorted geometry.

```
14
Properties=species:S:1:pos:R:3:forces:R:3:lowdin_charge:R:1
Dy 0.552 1.946 -0.367 -0.10 1.54 0.31 2.065
O -1.411 0.322 -0.193 2.34 -0.08 -0.64 -0.148
C -2.633 0.185 0.569 -1.55 -0.37 0.62 0.084
H -3.405 -0.171 -0.119 0.02 0.18 0.20 0.144
H -2.480 -0.535 1.378 -0.01 0.22 -0.11 0.135
H -2.838 1.189 0.943 -0.13 -0.28 -0.05 0.129
C 2.388 -0.247 0.207 -0.44 -0.75 0.78 0.070
C 1.287 -0.867 -0.241 1.99 2.39 -1.08 -0.097
O 0.494 -0.148 -1.207 -1.53 -4.00 1.66 -0.194
C -0.737 -0.765 -0.557 -3.11 0.69 -0.92 -0.499
O -1.115 -1.900 -0.439 1.99 1.52 -0.44 0.189
Li 0.440 -3.122 0.070 -0.15 -0.84 -0.11 0.889
H 2.821 -0.605 1.142 0.34 0.30 -0.09 0.125
H 2.912 0.521 -0.384 0.34 -0.51 -0.14 0.108
```
Positions in Å, forces in eV/Å.

Its spin multiplicity is 6. As for the energy above the lowest of the compared OMol25 structures with the same formula, charge and spin: 0.789 eV. The calculation puts the HOMO energy (spin up / spin down) at -23.96 / -22.34 eV. The calculation puts the LUMO energy (spin up / spin down) at -0.489 / -0.585 Eh. The energy comes out at -34625.399 eV. Its net charge is +3.

=====

DFT (ωB97M-V/def2-TZVPD) results for an isolated molecule of C4H5F2NO at a distorted geometry.

```
13
Properties=species:S:1:pos:R:3:forces:R:3:lowdin_charge:R:1
C 1.205 -0.159 0.047 1.12 -1.87 0.15 -0.478
C 1.294 1.195 0.596 0.97 0.00 1.52 0.025
C 0.262 0.849 -0.432 -2.56 -0.26 0.06 -0.179
C -1.924 -0.317 -0.199 0.61 -1.56 -0.84 -0.361
H 2.135 1.776 0.278 0.33 0.21 -0.22 0.113
H 1.091 1.298 1.680 -0.46 0.04 -0.95 0.143
H 0.370 1.161 -1.459 0.36 0.29 -0.05 0.156
H -1.626 1.585 0.297 0.25 0.29 0.00 0.148
H -1.330 -1.228 -0.560 -0.59 0.93 0.37 0.155
N -1.119 0.760 0.016 0.15 -0.06 -0.04 0.074
O -3.123 -0.356 -0.053 0.37 0.35 0.20 0.028
F 2.194 -0.584 -0.804 -0.71 0.34 0.36 0.088
F 0.823 -1.246 0.804 0.15 1.30 -0.56 0.090
```
Positions in Å, forces in eV/Å.

As for the SMILES: O=CN[C@H]1CC1(F)F. Its spin multiplicity is 1. As for the energy above the lowest of the compared OMol25 structures with the same formula, charge and spin: 0.267 eV. The calculation puts the HOMO energy at -10.14 eV. The calculation puts the LUMO energy at 0.028 Eh. The energy comes out at -13200.544 eV. Its net charge is 0.